Record 1
{
  "formula": "C4H4Cl2IrO4Tb",
  "method": "ωB97M-V with the def2-TZVPD basis set",
  "orbital_gap_ev": [7.33, 4.58],
  "multiplicity": 11,
  "total_charge": 4,
  "homo_energy_ev": [-25.5, -26.6],
  "relative_energy_kj_mol": 0.00,
  "max_force_ev_per_a": 10.07,
  "elements": ["Ir", "Tb", "Cl", "Cl", "C", "C", "C", "O", "O", "O", "C", "O", "H", "H", "H", "H"],
  "positions_angstrom": [[-0.00809, 0.27132, -5.92330], [-0.25015, 1.01315, -2.01403], [-1.52665, 1.17394, -4.37210], [2.16902, 0.76025, -2.19183], [-0.93472, -0.89700, -0.56922], [-0.28266, 1.62883, -7.13657], [0.84087, -1.15605, -6.83148], [-0.82665, -1.62066, 0.32984], [-0.53453, 2.40415, -7.99481], [1.27058, -2.14086, -7.32859], [0.52852, 1.73531, 1.04381], [-0.24362, 2.23769, -0.10939], [1.32354, 1.09154, 0.65180], [-0.12938, 1.05114, 1.58925], [0.89884, 2.58420, 1.63172], [-0.83214, 3.00736, 0.14312]]
}

***

Record 2
{
  "formula": "CH5IN2O",
  "method": "ωB97M-V with the def2-TZVPD basis set",
  "orbital_gap_ev": 7.81,
  "homo_energy_ev": -9.5,
  "relative_energy_kj_mol": 39.94,
  "smiles": "C=[N+]([O-])I.N",
  "max_force_ev_per_a": 2.67,
  "elements": ["C", "N", "N", "O", "I", "H", "H", "H", "H", "H"],
  "positions_angstrom": [[0.82606, 1.75250, -0.58169], [0.54655, 2.45148, 0.46234], [-0.85627, -1.00739, 0.04175], [0.01209, 3.57925, 0.53934], [1.43279, 1.43098, 2.31041], [1.26534, 0.80519, -0.41023], [0.72825, 2.01277, -1.59360], [-1.79120, -0.88398, -0.47051], [-0.50955, -1.94256, 0.19132], [-0.78608, -0.34358, 0.84416]]
}

***

Record 3
{
  "formula": "C5H9N2O",
  "method": "ωB97M-V with the def2-TZVPD basis set",
  "orbital_gap_ev": 10.90,
  "total_charge": 1,
  "homo_energy_ev": -14.0,
  "relative_energy_kj_mol": 263.14,
  "smiles": "CCc1[nH+]ccn1O",
  "max_force_ev_per_a": 5.64,
  "elements": ["C", "C", "C", "C", "C", "N", "N", "O", "H", "H", "H", "H", "H", "H", "H", "H", "H"],
  "positions_angstrom": [[-2.31968, 0.28624, -0.38943], [-2.04596, -0.71629, 0.49466], [-0.15894, -0.02226, -0.14235], [2.30187, -0.50305, 0.73567], [1.31356, 0.26604, -0.20424], [-1.09702, 0.78122, -0.70936], [-0.71908, -1.00991, 0.63618], [-0.86449, 1.88067, -1.36807], [-3.24483, 0.70440, -0.74442], [-2.80641, -1.44442, 0.82549], [1.90701, -0.50759, 1.81802], [3.24679, 0.12208, 0.70950], [2.54478, -1.53744, 0.56024], [1.67926, 0.29696, -1.25048], [1.28478, 1.24366, 0.16449], [-0.15294, -1.63841, 1.17145], [-0.86872, 1.79810, -2.30734]]
}

***

Record 4
{
  "formula": "C14H11N5O7S",
  "method": "ωB97M-V with the def2-TZVPD basis set",
  "orbital_gap_ev": 7.79,
  "homo_energy_ev": -9.4,
  "relative_energy_kj_mol": 170.94,
  "smiles": "CC(=O)[C@@]1(CC(N)=O)C=C([N+](=O)[O-])S/C1=N\\C(=O)c1cc([N+](=O)[O-])ccn1",
  "max_force_ev_per_a": 6.19,
  "elements": ["O", "O", "O", "O", "O", "O", "O", "N", "N", "S", "C", "C", "C", "C", "C", "C", "C", "C", "C", "C", "C", "N", "N", "N", "C", "C", "C", "H", "H", "H", "H", "H", "H", "H", "H", "H", "H", "H"],
  "positions_angstrom": [[-0.76642, 2.21931, 2.16561], [2.49504, 0.06342, -3.70600], [0.03975, -1.74714, -2.03732], [-1.69783, 2.44671, -4.56833], [-3.76076, -0.38419, 5.49347], [-3.49074, 1.90871, -3.29723], [-3.55493, -2.47404, 5.66623], [0.60350, 0.95037, 0.87897], [-0.57027, -1.33264, 1.87535], [-1.57766, 1.64933, -0.83350], [-0.28619, 1.10558, 1.88784], [2.84984, 0.99625, -2.97838], [0.87833, -1.02910, -1.46007], [-1.37425, 1.53478, -2.54998], [-0.22437, 0.81822, -2.84142], [0.02936, 1.00596, -0.30925], [-0.92748, -2.62327, 2.42577], [-0.98754, -0.15499, 2.47650], [-1.77164, -2.53180, 3.56194], [-1.83415, -0.13282, 3.61416], [-2.28290, -1.41472, 4.14363], [4.13035, 1.55088, -3.20899], [-2.22125, 2.02088, -3.57855], [-3.23388, -1.42726, 5.16456], [1.98035, -1.52573, -0.46589], [1.94765, 1.39453, -1.79777], [0.68180, 0.51409, -1.59420], [0.10824, 0.41414, -3.81060], [-0.57934, -3.62061, 2.02767], [-2.09609, -3.43783, 4.01263], [-2.15386, 0.77873, 4.09119], [4.60154, 1.30045, -4.11725], [4.26757, 2.48821, -2.84871], [1.70658, -1.29553, 0.56534], [1.92382, -2.66856, -0.46402], [2.96414, -1.18575, -0.70792], [2.54182, 1.42977, -0.83436], [1.64183, 2.39565, -2.04112]]
}

***

Record 5
{
  "formula": "C23H64O13",
  "method": "ωB97M-V with the def2-TZVPD basis set",
  "orbital_gap_ev": [1.53, 8.96],
  "multiplicity": 2,
  "total_charge": -1,
  "homo_energy_ev": [0.4, -7.0],
  "max_force_ev_per_a": 4.06,
  "elements": ["C", "C", "C", "O", "C", "H", "H", "H", "H", "H", "H", "H", "H", "C", "C", "C", "O", "C", "H", "H", "H", "H", "H", "H", "H", "H", "C", "O", "H", "H", "H", "H", "C", "O", "H", "H", "H", "H", "C", "O", "H", "H", "H", "H", "C", "O", "H", "H", "H", "H", "C", "O", "H", "H", "H", "H", "C", "O", "H", "H", "H", "H", "C", "O", "H", "H", "H", "H", "C", "O", "C", "C", "O", "C", "H", "H", "H", "H", "H", "H", "H", "H", "H", "H", "C", "O", "C", "C", "O", "C", "H", "H", "H", "H", "H", "H", "H", "H", "H", "H"],
  "positions_angstrom": [[-3.99393, -3.24104, -0.72755], [-4.27611, -1.86841, -1.24179], [-3.72105, -1.87317, -2.66883], [-2.76888, -2.96992, -2.66476], [-2.65515, -3.57461, -1.38054], [-4.83130, -3.84430, -1.07824], [-3.95492, -3.35310, 0.35597], [-3.62955, -1.24850, -0.62068], [-5.30815, -1.51823, -1.26102], [-3.37098, -0.86538, -2.89224], [-4.61476, -2.09307, -3.25280], [-1.79720, -3.18847, -0.83016], [-2.54949, -4.65556, -1.47260], [3.77616, 2.37054, -4.76003], [3.01079, 1.43782, -5.53522], [1.68087, 2.18838, -5.72974], [1.72401, 3.16782, -4.69629], [2.79635, 2.96997, -3.78758], [4.19940, 3.13801, -5.40808], [4.66504, 1.98726, -4.25895], [2.82936, 0.53871, -4.94634], [3.39136, 1.08950, -6.49540], [0.89369, 1.44280, -5.61764], [1.54146, 2.66923, -6.69796], [2.44743, 2.22767, -3.06971], [3.08842, 3.88461, -3.27160], [-4.33124, 2.02463, -0.38928], [-4.06125, 2.91181, 0.63750], [-3.42939, 1.48716, -0.68237], [-5.11654, 1.28232, -0.24652], [-4.70853, 2.64689, -1.20079], [-3.57045, 3.66069, 0.29123], [-0.82572, 0.37268, 4.32974], [0.02529, 1.05563, 3.51477], [-0.38046, -0.54987, 4.70225], [-1.07098, 0.90251, 5.25019], [-1.67840, 0.10981, 3.70370], [-0.28864, 1.96225, 3.54773], [-2.40353, 3.64546, 3.50184], [-1.17395, 3.63673, 4.23437], [-3.18991, 3.70570, 4.25422], [-2.42980, 4.54164, 2.88194], [-2.43062, 2.75039, 2.88039], [-1.30669, 3.38614, 5.15153], [0.36522, 4.89174, 1.55765], [0.72426, 4.90273, 2.91740], [0.16937, 3.85296, 1.29182], [-0.60703, 5.34299, 1.35965], [1.16091, 5.28574, 0.92540], [0.11829, 4.37874, 3.44640], [-0.97260, 3.98564, -2.85678], [-0.69058, 4.21531, -1.46021], [-0.09542, 4.24076, -3.45140], [-1.28456, 2.97276, -3.11145], [-1.81796, 4.62737, -3.10507], [-0.25272, 3.40657, -1.18485], [-0.18529, -1.10539, -2.81228], [1.05390, -0.54270, -2.29046], [-0.12420, -0.93837, -3.88768], [-0.20629, -2.17700, -2.61405], [-0.99263, -0.62451, -2.25996], [1.72498, -1.19219, -2.51276], [-0.58836, 1.06674, 0.23003], [0.10815, 1.52657, -0.89805], [-1.37109, 0.36935, -0.06843], [0.07900, 0.56142, 0.92816], [-1.03917, 1.89958, 0.76969], [0.53749, 0.78142, -1.32469], [4.76662, -3.08406, 3.20659], [4.56383, -1.97673, 4.03822], [3.48212, -1.18920, 3.66349], [3.50101, -0.46152, 2.29833], [3.33925, -1.34891, 1.22823], [3.44066, -0.63397, 0.02157], [5.20595, -2.80492, 2.24890], [3.89080, -3.71395, 3.05079], [5.49160, -3.68915, 3.75100], [3.40659, -0.40250, 4.41415], [2.57005, -1.77552, 3.77511], [4.50605, -0.06484, 2.15469], [2.73517, 0.31327, 2.26248], [2.83801, 0.27428, 0.02088], [2.98236, -1.18884, -0.79708], [4.48913, -0.37695, -0.12921], [0.50414, -5.76711, 0.01171], [0.23059, -4.94959, 1.19189], [0.87649, -3.69655, 1.13052], [0.08643, -2.73002, 2.03162], [-1.29382, -2.66232, 1.73319], [-2.03452, -3.48610, 2.63075], [1.52600, -5.65931, -0.35199], [-0.11667, -5.46259, -0.83088], [0.35301, -6.82618, 0.22057], [0.81865, -3.29246, 0.11984], [1.89616, -3.75093, 1.51187], [0.46928, -1.71931, 1.89025], [0.30826, -2.96262, 3.07315], [-1.88557, -4.56198, 2.53921], [-3.05446, -3.29778, 2.29556], [-1.90882, -3.13098, 3.65359]]
}

***

Record 6
{
  "formula": "C2H3Br2OP",
  "method": "ωB97M-V with the def2-TZVPD basis set",
  "orbital_gap_ev": 9.68,
  "homo_energy_ev": -10.0,
  "relative_energy_kj_mol": 186.77,
  "smiles": "C=CP(=O)(Br)Br",
  "max_force_ev_per_a": 8.40,
  "elements": ["C", "C", "O", "P", "Br", "Br", "H", "H", "H"],
  "positions_angstrom": [[-1.32535, 0.16070, -0.77899], [-0.62027, -0.32138, 0.15772], [1.48774, 0.03282, 2.27766], [1.03847, 0.01931, 0.56370], [2.18944, -1.39865, -0.62493], [1.44128, 1.89742, -0.40782], [-2.20787, -0.36436, -0.79810], [-1.13489, 1.09267, -1.24130], [-0.86854, -1.11853, 0.85207]]
}